Molecular formula: C43H34ClNOP3S2Tc
Method: DFT, wB97M-V/def2-TZVPD

XYZ file:
```
86
Properties=species:S:1:pos:R:3:forces:R:3:lowdin_spin:R:1
Tc 0.228386 0.516583 -0.958496 -0.02 -0.01 -0.12 1.071
Cl 0.551821 2.775607 0.107944 0.04 0.01 0.03 0.005
S -0.615376 -0.190937 1.338702 0.01 -0.02 0.01 0.088
S 0.209134 -1.809545 -1.677789 0.02 0.00 0.03 0.076
P 2.107299 -1.743611 -0.932794 0.02 -0.05 0.01 0.082
P 1.358782 -0.326622 1.749892 0.01 0.00 0.01 0.051
P -2.005065 1.473854 -1.322297 0.02 0.03 0.01 0.035
O 1.333071 1.370058 -3.489651 -0.01 -0.04 -0.01 -0.102
N 0.894675 1.038288 -2.501543 -0.01 0.04 0.06 -0.082
C 0.812245 -2.870555 2.776550 0.01 0.00 0.01 0.138
C 1.857338 -5.389016 0.961745 0.01 0.00 0.00 0.138
C 2.502516 -3.290587 -0.078670 0.00 0.00 -0.01 0.010
C -1.146646 4.473908 1.326053 0.02 0.01 0.01 0.001
C -2.396955 5.030964 1.558659 0.00 0.00 0.00 0.000
C -2.384642 2.145549 -2.942800 0.01 0.00 0.00 0.007
C 2.976583 -1.987136 3.291892 -0.01 0.00 -0.01 0.134
C -1.771237 3.694451 -4.680865 0.00 0.00 0.00 0.000
C 4.195142 -0.310884 -2.039275 0.00 -0.01 0.00 0.012
C -4.820343 -1.981767 -0.330049 0.00 0.00 0.00 0.011
C 3.891561 2.592958 2.941243 0.00 0.00 0.00 0.001
C 1.733209 -1.834500 2.689761 0.00 0.00 0.00 0.002
C -3.853565 0.129826 0.298998 0.00 0.00 0.00 0.007
C 4.554304 -2.153782 -4.102019 -0.01 -0.01 0.00 0.001
C 1.463724 1.504648 3.787042 0.00 0.01 0.00 0.000
C 2.055016 2.528355 4.508444 -0.01 0.00 0.00 0.000
C -4.685309 -0.943860 0.581616 0.00 0.00 0.00 0.003
C 1.510816 -4.194057 0.285378 0.01 0.00 0.00 0.124
C 3.290244 -3.161929 4.016623 0.01 -0.01 0.01 0.097
C 3.185348 -5.661858 1.275499 -0.04 -0.01 0.00 0.001
C -4.117620 -1.958274 -1.529351 0.00 0.00 0.00 -0.001
C 3.560807 -2.367912 -3.163257 0.01 0.00 -0.01 0.001
C -1.491313 3.080463 -3.474073 0.00 -0.01 0.01 0.003
C -3.833344 2.456077 -4.832882 0.00 -0.01 0.00 0.000
C 2.360107 -4.171206 4.144866 -0.02 0.00 0.00 0.002
C -2.175216 2.838753 -0.155976 -0.04 0.00 -0.01 -0.001
C 1.944214 -0.343935 0.101717 -0.05 0.06 -0.01 0.614
C 2.096685 1.026788 2.639221 -0.01 -0.03 -0.01 0.008
C 3.265234 3.068328 4.086208 0.00 0.00 0.00 0.000
C -3.164393 0.165948 -0.912381 0.02 0.00 -0.01 0.019
C -3.563420 1.838125 -3.620116 0.01 0.01 0.00 0.004
C 4.160811 -4.739603 0.957283 0.01 0.03 -0.01 0.084
C -3.416187 3.435986 0.075610 0.01 0.00 0.00 -0.001
C 3.308543 1.567971 2.211395 0.00 0.01 0.01 0.011
C -3.525713 4.518996 0.932041 0.00 -0.01 0.00 0.001
C 5.365570 -1.027395 -4.010172 0.00 0.01 0.00 0.000
C 3.385879 -1.443317 -2.130847 -0.01 0.00 0.03 0.012
C -1.073103 3.395456 0.470116 -0.02 -0.01 -0.01 0.003
C 1.126859 -4.043926 3.513084 0.01 0.01 0.01 0.157
C 3.821737 -3.551286 0.274297 0.00 0.00 0.01 0.115
C -3.286085 -0.891074 -1.821325 0.00 0.00 0.00 0.012
C 5.188702 -0.107906 -2.984823 0.00 0.00 0.00 0.001
C -2.941008 3.376341 -5.362426 0.00 0.00 0.00 0.004
H -3.756020 0.935198 1.015446 0.00 0.00 0.00 0.001
H -4.747838 2.221358 -5.360153 0.00 0.00 0.00 0.000
H 3.789093 1.197706 1.312372 0.00 0.00 0.00 0.010
H 3.722798 3.866903 4.654794 0.00 0.00 0.00 0.000
H -0.257567 4.880818 1.787961 0.00 0.00 0.00 0.000
H 4.047211 0.405887 -1.239443 0.01 0.00 0.00 0.010
H 4.255031 -3.240467 4.500660 0.00 0.00 0.00 0.002
H 2.582548 -5.053200 4.730111 0.00 0.00 0.00 -0.002
H -4.296807 3.048667 -0.422890 -0.01 0.00 0.00 0.000
H 4.830806 3.021113 2.618574 0.00 0.00 0.00 0.000
H 4.696132 -2.860605 -4.907937 0.00 0.00 0.00 0.000
H 3.706276 -1.185968 3.250993 0.01 0.00 0.00 0.004
H -5.482351 -2.808696 -0.110527 0.00 0.00 0.00 0.000
H -0.171284 -2.764007 2.333672 0.00 0.00 -0.01 0.002
H -4.229771 -2.764319 -2.241881 0.00 0.00 0.00 0.000
H -0.589518 3.351574 -2.933590 0.00 0.01 0.00 0.000
H 0.373469 -4.813281 3.624686 0.00 0.00 -0.01 0.003
H -1.084912 4.422979 -5.090272 0.00 0.00 0.00 0.000
H 6.140776 -0.865405 -4.747077 0.00 0.00 0.00 0.000
H -4.492522 4.970350 1.106464 0.00 0.00 0.00 0.000
H 0.514333 1.091125 4.108732 0.00 0.00 0.00 0.000
H -2.753342 -0.867822 -2.766226 0.00 0.00 0.00 0.001
H 5.199159 -4.934810 1.191516 0.00 0.00 0.00 0.002
H -2.482850 5.879588 2.223475 0.00 0.00 0.00 0.000
H 3.447195 -6.591197 1.763305 0.00 0.00 0.00 -0.002
H 0.479681 -4.018884 0.001671 0.00 0.00 0.01 0.002
H 5.823626 0.765288 -2.923015 0.00 0.00 0.00 0.000
H -3.159491 3.855682 -6.307039 0.00 0.00 0.00 0.000
H 4.610779 -2.864617 -0.012090 0.01 0.00 0.00 0.003
H -4.273873 1.134906 -3.206962 0.00 0.00 0.00 0.000
H 1.574584 2.906836 5.400433 0.00 0.00 0.00 0.000
H -5.238664 -0.962018 1.510790 0.00 0.00 0.00 0.000
H 1.083711 -6.114151 1.180079 0.00 0.00 0.01 0.002
H 2.921816 -3.240669 -3.241480 0.00 0.00 0.00 0.000
```
Forces are in eV/Å.

Summary:
* HOMO-LUMO gap (alpha / beta): 7.65 / 3.83 eV
* HOMO energy (alpha / beta): -0.581 / -0.585 Ha
* net charge: +3
* energy: -112912.6340 eV
* energy above the lowest of the compared OMol25 structures with the same formula, charge and spin: 0.0 kcal/mol
* 2S+1: 4

Molecular formula: C14H14Cl42
Method: DFT, wB97M-V/def2-TZVPD

XYZ file:
```
70
Properties=species:S:1:pos:R:3:forces:R:3:mulliken_charge:R:1
Cl -1.556893 43.934120 -7.024418 0.00 -0.60 0.57 -0.035
Cl -2.732103 43.523595 -9.585874 0.03 0.01 -0.20 -0.111
Cl 0.929127 47.096328 -12.953850 0.36 -0.40 0.41 -0.131
Cl 2.870136 41.007810 -7.121267 -0.52 0.05 0.27 0.279
Cl 0.250698 45.559595 -4.537755 0.51 0.75 -0.05 -0.078
Cl 3.100714 46.132666 -4.671052 0.44 0.05 0.03 0.002
Cl 5.974050 44.043553 -1.541539 0.22 0.15 -0.42 -0.126
Cl -0.316250 38.212381 -4.058241 0.03 0.21 0.18 -0.057
Cl 0.666012 41.870781 -3.874806 0.16 -0.32 0.15 0.128
Cl -2.964328 40.382618 -3.093759 0.11 0.43 0.00 -0.130
Cl 4.929264 44.788359 -12.135343 -0.55 1.18 -0.47 -0.066
Cl 1.356021 48.592811 -10.561145 0.32 -0.38 0.27 -0.126
Cl 10.996040 44.401228 -5.137455 0.34 -0.17 -0.08 -0.109
Cl 6.860530 46.859456 -6.562479 -0.12 0.43 0.02 -0.034
Cl 1.669825 38.654376 -9.953072 0.95 0.38 0.23 -0.074
Cl 0.134928 42.753825 -1.175981 0.03 0.25 -0.05 -0.116
Cl 4.997929 46.379710 -8.766872 0.11 0.19 0.19 0.038
Cl 1.574356 37.763246 -6.242858 -0.67 -0.19 0.20 -0.046
Cl 6.536817 46.696759 -2.569027 0.16 -0.62 -0.46 -0.127
Cl 4.483677 43.196778 -6.351862 2.15 0.73 0.33 0.175
Cl 10.554588 46.444508 -7.155152 0.35 -0.06 0.05 -0.122
Cl -4.247534 42.159848 -5.045787 0.17 0.09 0.08 -0.119
Cl 5.876652 39.620917 -5.986606 -0.35 0.43 -0.08 -0.058
Cl 2.537441 43.663209 -2.624916 -0.20 -0.31 0.34 0.037
Cl 3.943227 42.507037 -10.713139 0.25 -0.17 -0.10 -0.059
Cl -1.253924 36.819134 -6.394862 0.24 0.10 -0.20 -0.105
Cl -1.205381 40.196134 -7.791779 -0.23 0.04 -0.32 0.102
Cl 1.371053 47.062563 -6.761058 -0.06 0.17 -0.32 -0.034
Cl 7.430399 41.057526 -3.974843 -1.04 -0.45 -0.16 -0.098
Cl 6.681238 43.463418 -10.383194 0.36 -0.51 0.21 -0.071
Cl 3.994741 37.550268 -8.575715 0.10 0.25 -0.49 -0.112
Cl 4.276296 38.834581 -11.260210 0.07 -0.50 -0.02 -0.127
Cl 2.243301 43.700949 -8.002622 -0.29 -0.10 0.29 0.069
Cl -3.860792 39.351545 -5.589352 -0.32 -0.30 -0.14 -0.099
Cl -3.942315 39.960314 -8.946027 0.17 -0.14 0.30 -0.103
Cl 4.466859 41.079652 -3.733644 0.26 -0.02 -0.42 0.060
Cl 8.982525 44.106667 -7.144750 -0.52 -0.89 -0.33 -0.051
Cl -0.404300 45.218812 -9.209745 0.17 0.32 -0.78 -0.070
Cl -1.762629 40.567335 -10.616433 0.81 0.47 -1.09 -0.088
Cl 7.846561 44.296656 -3.775411 0.55 0.46 0.16 0.021
Cl 3.615969 47.953111 -12.294381 -0.40 -0.40 0.50 -0.134
Cl 7.467964 47.807003 -9.286963 0.32 0.87 -0.25 -0.132
C 0.146132 37.144789 -5.357927 0.29 -0.54 -0.23 -0.214
C 2.077481 47.345749 -11.596028 -0.30 0.89 -0.98 0.350
C -2.202913 39.721076 -9.196883 -0.42 -0.69 0.54 -0.172
C 1.511850 46.753791 -5.049965 -0.59 -0.29 0.16 -0.357
C -1.214053 43.729143 -8.732230 0.00 0.56 0.23 0.255
C 3.452947 38.816076 -9.701679 -0.28 0.08 -0.07 0.520
C 5.348326 43.239094 -11.499577 -0.14 -0.05 -0.31 -0.226
C -3.196506 40.776947 -4.807149 0.13 -0.60 -0.03 0.689
C 6.435661 44.965747 -3.008988 -0.80 -0.15 0.35 0.624
C 6.700820 46.629202 -8.303827 -0.32 -1.62 0.17 0.456
C 5.872563 40.189906 -4.320235 1.04 -0.76 0.69 -0.298
C 2.898668 42.723976 -6.667412 -1.13 -0.11 -0.54 0.050
C 1.406013 42.332471 -2.332787 -0.18 0.20 0.30 -0.401
C 10.583552 44.685351 -6.820570 0.13 1.19 -0.09 -0.061
H -2.023143 38.662851 -9.386462 -0.10 0.17 0.34 0.340
H -2.230793 40.923187 -5.291000 -0.14 0.38 0.33 -0.399
H 3.755477 39.772846 -9.276037 -0.72 -0.17 0.20 -0.265
H 2.229220 46.414645 -11.050030 0.05 0.23 -0.14 0.001
H -0.518278 42.909198 -8.910217 -0.36 -0.05 0.09 -0.084
H 0.425568 36.170739 -4.956378 0.05 0.35 0.06 0.371
H 7.203989 45.682339 -8.499702 -0.18 0.18 -0.03 -0.341
H 5.892583 39.263998 -3.745442 0.12 0.39 0.08 0.365
H 5.637695 42.688112 -12.394443 0.14 -0.51 0.65 0.406
H 2.313934 42.921328 -5.768940 -0.22 -0.35 -0.28 -0.295
H 1.384135 47.704817 -4.532923 -0.19 -0.40 0.09 0.417
H 1.929697 41.515819 -1.835866 0.06 -0.02 -0.67 0.393
H 11.319310 44.269373 -7.508848 -0.21 -0.22 0.37 0.351
H 5.654966 44.803480 -3.752151 -0.16 0.40 0.36 -0.440
```
Forces are in eV/Å.

Summary:
* HOMO-LUMO gap: 10.90 eV
* HOMO energy: -0.395 Ha
* energy: -540686.0196 eV
* energy above the lowest of the compared OMol25 structures with the same formula, charge and spin: 5.5 kcal/mol